(1)
Computed, not measured: an isolated ion of composition C8H12BF7IO4S2 and charge -1, with ωB97M-V/def2-TZVPD.

Output
- HOMO level: -0.22370 Eh
- Charge: -1
- E: -66150.6402 eV
- Kohn-Sham gap: 8.59 eV

Positions of all 35 atoms, in Å:
1 C 3.88 0.44 1.30
2 C 2.91 0.37 -0.01
3 C 3.86 -0.20 -1.19
4 C 1.76 -0.68 0.37
5 B 0.25 -0.23 -0.16
6 I 0.47 0.58 -2.24
7 S -0.33 1.17 0.93
8 C -0.44 2.77 -0.05
9 O 0.69 1.48 2.03
10 O -1.66 1.01 1.60
11 S -0.78 -1.77 -0.29
12 O -0.63 -2.33 -1.70
13 O -0.19 -2.85 0.61
14 C -2.59 -1.69 0.05
15 F -2.88 -1.66 1.45
16 F -3.10 -2.97 -0.34
17 C -3.46 -0.65 -0.79
18 F -2.86 0.57 -1.07
19 F -3.85 -1.28 -1.98
20 C -4.85 -0.30 -0.02
21 F -4.65 0.55 1.08
22 F -5.57 -1.44 0.34
23 F -5.60 0.48 -0.95
24 H 4.89 0.91 1.00
25 H 4.09 -0.61 1.68
26 H 3.33 1.06 2.08
27 H 2.57 1.43 -0.19
28 H 3.76 -1.33 -1.32
29 H 4.96 -0.01 -0.93
30 H 3.65 0.30 -2.19
31 H 2.07 -1.69 -0.08
32 H 1.74 -0.85 1.50
33 H 0.57 3.12 -0.42
34 H -1.26 2.75 -0.83
35 H -0.77 3.55 0.74



(2)
Computed, not measured: a 2-piece molecular cluster, C8H12BO5 overall, with ωB97M-V/def2-TZVPD.

Output
- HOMO level: -0.07636 Eh
- Charge: -1
- E: -19405.3273 eV
- Kohn-Sham gap: 2.96 eV

Positions of all 26 atoms, in Å:
1 C -2.53 4.62 -0.81
2 B -2.12 3.69 -2.00
3 O -2.28 4.13 -3.28
4 C -1.55 2.25 -1.71
5 C -0.81 1.88 -0.67
6 C -0.48 0.43 -0.78
7 O -0.03 -0.30 0.03
8 O -0.90 0.03 -2.05
9 C -1.72 1.02 -2.54
10 O -2.46 0.82 -3.46
11 H -1.77 4.63 -0.03
12 H -3.43 4.20 -0.34
13 H -2.75 5.64 -1.13
14 H -1.68 3.75 -3.92
15 H -0.45 2.48 0.15
16 C 1.70 -2.91 1.12
17 C 2.79 -3.18 2.19
18 C 2.46 -4.54 2.85
19 O 2.87 -2.19 3.09
20 H 0.72 -2.80 1.60
21 H 1.92 -1.98 0.60
22 H 1.63 -3.71 0.37
23 H 3.73 -3.36 1.60
24 H 1.50 -4.46 3.38
25 H 3.23 -4.78 3.59
26 H 2.40 -5.37 2.13



(3)
Computed, not measured: a single C8H12Cl2N2O molecule, with ωB97M-V/def2-TZVPD.

Output
- Energy relative to the best compared isomer or geometry (same formula, charge and spin): 38.0 kcal per mole
- HOMO level: -0.32365 Eh
- Charge: 0
- E: -38558.9970 eV
- Kohn-Sham gap: 9.04 eV
- SMILES string: C=C(C)N(Cl)C(=O)N(Cl)/C(C)=C/C

Positions of all 25 atoms, in Å:
1 C -3.22 0.42 -1.41
2 C -2.58 0.47 -0.28
3 C -3.37 0.73 1.01
4 N -1.16 0.28 -0.27
5 Cl -0.67 -1.31 -0.76
6 C -0.43 1.34 0.18
7 O -0.94 2.34 0.58
8 N 0.98 1.16 0.06
9 Cl 1.76 2.59 0.45
10 C 1.78 -0.02 0.17
11 C 1.56 -0.72 1.47
12 C 2.53 -0.33 -0.90
13 C 3.36 -1.65 -1.04
14 H -4.28 0.44 -1.49
15 H -2.62 0.36 -2.39
16 H -3.32 1.72 1.49
17 H -2.96 0.06 1.82
18 H -4.42 0.56 0.72
19 H 0.96 -1.70 1.44
20 H 1.15 -0.11 2.26
21 H 2.57 -0.99 1.79
22 H 2.54 0.31 -1.75
23 H 4.07 -1.60 -1.71
24 H 3.89 -1.88 -0.08
25 H 2.83 -2.47 -1.35